Record 1
Here is 2 unconnected molecules or ions with the total composition C4H11NO from the Open Molecules 2025 dataset. Energies are from ωB97M-V/def2-TZVPD.

Results
DFT total energy: -288.6370 Ha
Expectation value of S²: 0.75
Charge: +1
Energy above the lowest of the compared OMol25 structures with the same formula, charge and spin: 2.129 eV
LUMO (spin up / spin down): -3.1 / -8.5 eV
Spin multiplicity: 2
Orbital gap (spin up / spin down): 10.843 / 5.452 eV

```
17
C4H11NO, DFT ωB97M-V/def2-TZVPD
C 1.75 0.84 -0.72
N 0.76 -0.03 -0.14
C 1.34 -1.08 0.70
H 2.47 1.23 0.01
H 2.41 0.33 -1.46
H 1.37 1.74 -1.20
H 0.15 -0.31 -0.92
H 1.94 -1.76 0.09
H 0.55 -1.58 1.26
H 1.98 -0.57 1.41
O -1.66 -1.61 -0.22
C -1.91 -0.63 0.41
C -2.21 0.78 -0.09
H -2.08 -0.65 1.51
H -1.80 1.53 0.59
H -3.30 0.83 -0.17
H -1.75 0.93 -1.07
```



Record 2
Here is a molecular structure, C26H31B2KNO28 from the Open Molecules 2025 dataset. Energies are from ωB97M-V/def2-TZVPD.

Results
DFT total energy: -3820.8217 Ha
Charge: -1
LUMO: 1.6 eV
Orbital gap: 9.196 eV

```
89
C26H31B2KNO28, DFT ωB97M-V/def2-TZVPD
K -0.56 0.31 -0.69
O 1.88 1.50 0.16
C 3.08 1.07 0.02
O 3.90 0.71 0.90
B 5.12 0.33 0.20
O 4.76 0.44 -1.23
C 3.62 0.84 -1.26
O 2.99 0.94 -2.36
O 5.69 -1.01 0.56
C 6.98 -0.84 0.63
O 7.85 -1.72 0.52
C 7.22 0.54 0.96
O 6.26 1.20 0.51
O 8.03 0.89 1.80
O -2.85 0.96 2.46
C -2.03 0.84 3.39
O -2.24 0.96 4.63
B -0.94 0.60 5.30
O -0.04 0.34 4.19
C -0.75 0.48 3.14
O -0.16 0.62 2.07
O -0.99 -0.56 6.16
C -0.74 -0.15 7.29
O -0.75 -0.85 8.35
C -0.32 1.22 7.25
O -0.46 1.69 6.14
O 0.32 1.79 8.14
C -1.95 -4.77 3.57
C -1.81 -3.20 3.23
C -0.52 -2.85 2.62
O -0.77 -2.33 1.32
C -2.03 -2.14 1.12
O -2.51 -1.45 0.20
O -2.70 -2.80 2.12
H -1.42 -5.42 2.92
H -3.07 -4.88 3.58
H -1.67 -4.98 4.65
H -2.03 -2.44 4.00
H 0.06 -3.74 2.53
H 0.24 -2.22 3.15
C 4.12 -4.90 0.61
C 2.74 -4.20 0.66
C 2.75 -3.07 1.69
O 2.10 -2.04 1.04
C 1.96 -2.36 -0.28
O 1.62 -1.52 -1.12
O 2.39 -3.58 -0.56
H 4.11 -5.64 -0.09
H 4.20 -5.33 1.62
H 4.97 -4.31 0.29
H 1.99 -4.90 0.91
H 3.71 -2.51 1.87
H 2.41 -3.34 2.68
C -2.73 3.35 0.39
O -3.27 3.63 -0.94
C -3.42 2.60 -1.79
O -2.96 1.20 -1.57
O -4.14 2.92 -2.84
C -4.28 1.94 -3.82
H -2.10 2.46 0.51
H -3.40 3.33 1.22
H -2.00 4.09 0.61
H -4.87 2.38 -4.61
H -4.79 1.10 -3.28
H -3.28 1.76 -4.24
C -3.52 -1.68 -3.56
O -2.51 -0.81 -4.06
C -1.19 -0.88 -3.70
O -0.90 -1.49 -2.52
O -0.37 -0.34 -4.48
C 0.94 -0.43 -4.12
H -3.38 -1.82 -2.53
H -3.23 -2.61 -4.09
H -4.52 -1.19 -3.70
H 1.06 -0.26 -3.03
H 1.65 0.29 -4.43
H 1.32 -1.40 -4.26
C -2.38 6.22 -4.57
C -2.00 4.82 -4.28
C -0.59 4.56 -3.84
C -0.33 3.31 -3.14
N -0.14 2.29 -2.63
H -3.25 6.18 -5.21
H -1.51 6.80 -5.04
H -2.61 6.71 -3.59
H -2.36 4.27 -5.11
H -2.49 4.60 -3.38
H -0.20 5.29 -3.12
H 0.04 4.63 -4.80
```



Record 3
Here is a molecular structure, C5H10HoMgO4 from the Open Molecules 2025 dataset. Energies are from ωB97M-V/def2-TZVPD.

Results
DFT total energy: -1645.3316 Ha
Expectation value of S²: 6.01
Charge: +1
LUMO (spin up / spin down): -5.1 / -5.1 eV
Spin multiplicity: 5
Orbital gap (spin up / spin down): 3.957 / 3.970 eV

```
21
C5H10HoMgO4, DFT ωB97M-V/def2-TZVPD
O 3.61 1.30 2.04
C 4.07 2.08 1.00
C 2.97 2.82 0.25
O 1.71 2.38 0.62
C 0.48 3.06 0.86
C -0.53 1.92 0.92
O -0.12 0.89 1.78
Ho 1.88 0.44 1.88
H 4.62 1.48 0.24
H 4.80 2.85 1.33
H 2.97 3.83 0.68
H 3.11 -0.52 -1.22
H 0.27 3.75 0.03
H 0.53 3.63 1.79
H -0.57 1.57 -0.13
H -1.53 2.27 1.23
C 2.37 -1.23 -0.82
O 1.63 -1.07 0.18
Mg -1.21 -0.77 2.24
H 2.01 -1.94 -1.59
H 3.07 2.38 -0.99
```



Record 4
Here is a molecular structure, C8H22F6N9O10S2Zn from the Open Molecules 2025 dataset. Energies are from ωB97M-V/def2-TZVPD.

Results
DFT total energy: -4738.1659 Ha
Charge: +1
Energy above the lowest of the compared OMol25 structures with the same formula, charge and spin: 0.000 eV
LUMO: -2.2 eV
Orbital gap: 10.689 eV

```
58
C8H22F6N9O10S2Zn, DFT ωB97M-V/def2-TZVPD
Zn 0.00 -0.15 0.08
C 2.37 0.47 3.34
F 1.53 -0.31 4.01
F 3.12 1.16 4.19
F 3.14 -0.28 2.56
S 1.41 1.72 2.34
O 1.19 2.86 3.16
O 2.23 1.96 1.18
N 0.01 0.92 1.80
S -1.16 1.31 2.84
O -2.31 0.46 2.58
O -0.75 1.30 4.21
C -1.74 3.06 2.38
F -1.89 3.74 3.50
F -0.90 3.68 1.56
F -2.92 2.93 1.77
C 0.93 2.38 -1.76
O 0.35 1.56 -1.05
N 2.27 2.61 -1.62
N 0.31 3.10 -2.74
H 2.70 3.46 -1.93
H 2.70 2.28 -0.76
H 0.86 3.81 -3.20
H -0.66 2.96 -2.93
C -0.76 -2.67 1.88
O -0.23 -1.93 1.05
N -1.45 -2.19 2.93
N -0.67 -4.03 1.80
H -1.63 -1.21 3.11
H -1.99 -2.75 3.58
H -1.09 -4.54 2.56
H -0.13 -4.51 1.11
C 0.08 -1.45 -3.02
O -0.09 -1.34 -1.80
N -0.93 -1.25 -3.91
N 1.28 -1.87 -3.53
H -1.81 -0.99 -3.50
H -0.82 -1.58 -4.85
H 1.41 -2.04 -4.51
H 1.96 -2.21 -2.88
C 3.02 -1.34 -0.27
O 2.04 -0.63 -0.09
N 2.98 -2.69 -0.09
N 4.23 -0.80 -0.61
H 3.79 -3.28 0.04
H 2.13 -3.14 0.16
H 5.07 -1.34 -0.68
H 4.33 0.19 -0.50
C -4.01 0.23 -1.59
C -2.69 0.81 -1.10
O -2.05 -0.07 -0.16
O -3.90 -0.93 -2.39
H -4.48 1.04 -2.17
H -4.62 0.03 -0.71
H -3.02 1.71 -0.56
H -1.97 1.00 -1.88
H -2.71 -0.53 0.37
H -4.05 -0.69 -3.31
```



Record 5
Here is 7 unconnected molecules or ions with the total composition C29H42BBr2Cl25F3N3O7P3S from the Open Molecules 2025 dataset. Energies are from ωB97M-V/def2-TZVPD.

Results
DFT total energy: -20220.7243 Ha
Charge: -1
Energy above the lowest of the compared OMol25 structures with the same formula, charge and spin: 0.000 eV
LUMO: 1.3 eV
Orbital gap: 5.529 eV

```
116
C29H42BBr2Cl25F3N3O7P3S, DFT ωB97M-V/def2-TZVPD
C -3.55 1.84 -3.77
C -3.46 1.50 -2.26
C -3.18 0.00 -1.88
C -4.15 -0.77 -2.80
C -4.55 -2.18 -2.35
C -5.13 -2.99 -3.50
F -4.25 -3.08 -4.51
Br -6.73 -2.15 -4.26
C -5.50 -4.44 -3.04
F -6.76 -4.53 -2.60
F -4.70 -4.85 -2.07
Br -5.30 -5.73 -4.52
O -3.58 -0.02 -0.52
P -2.33 -0.33 0.71
C -1.77 1.54 0.66
C -1.30 2.18 2.00
C 0.22 2.49 2.18
C 0.63 2.29 3.66
C 1.65 1.20 3.94
N 2.97 1.45 3.31
C -3.74 0.17 2.00
C -3.81 -0.40 3.38
O -4.63 -1.19 3.74
Cl -2.72 0.18 4.70
P -3.28 -2.43 0.73
O -2.52 -3.50 0.01
P -0.71 -0.95 2.13
C 0.87 -1.29 1.25
C -1.02 -2.56 2.97
O -1.25 -0.70 -0.59
C -1.64 -0.42 -1.92
C -0.82 0.63 -2.70
C 0.69 0.46 -2.90
C 1.51 0.58 -1.58
C 2.77 -0.27 -1.50
S 2.57 -2.00 -2.03
C 3.39 -2.92 -0.79
N 4.62 -2.92 -0.39
N 4.67 -3.93 0.57
C 3.50 -4.44 0.66
O 2.62 -3.84 -0.18
B -1.30 -1.82 -2.66
O -0.58 -2.80 -2.06
O -1.68 -2.08 -3.98
H -3.10 1.11 -4.44
H -4.60 1.91 -4.06
H -3.13 2.82 -3.98
H -4.43 1.70 -1.82
H -2.72 2.16 -1.81
H -5.08 -0.19 -2.80
H -3.78 -0.85 -3.81
H -3.74 -2.78 -1.94
H -5.35 -2.13 -1.61
H -2.69 2.06 0.40
H -1.00 1.72 -0.08
H -1.76 3.18 2.02
H -1.69 1.67 2.87
H 0.84 1.94 1.47
H 0.36 3.54 1.95
H 1.07 3.21 4.05
H -0.24 2.10 4.29
H 1.25 0.20 3.74
H 1.87 1.21 5.01
H 3.53 0.65 3.59
H 2.87 1.40 2.30
H -4.65 -0.16 1.50
H -3.87 1.25 2.09
H -4.61 -2.27 0.26
H -3.52 -2.87 2.06
H 0.76 -1.89 0.35
H 1.47 -0.39 1.09
H 1.45 -1.91 1.95
H -1.07 -3.39 2.26
H -1.89 -2.57 3.63
H -0.14 -2.75 3.59
H -1.26 0.68 -3.70
H -0.94 1.64 -2.30
H 1.01 -0.36 -3.54
H 0.97 1.35 -3.47
H 0.81 0.42 -0.76
H 1.86 1.60 -1.49
H 3.16 -0.28 -0.48
H 3.55 0.18 -2.11
H 3.13 -5.23 1.28
H 0.00 -3.24 -2.68
H -1.84 -1.27 -4.46
C 7.31 -1.64 2.92
Cl 8.44 -0.30 2.60
Cl 6.44 -2.04 1.45
Cl 8.23 -3.03 3.50
Cl 6.16 -1.14 4.17
C 9.00 -6.30 0.71
Cl 7.49 -5.49 0.32
Cl 9.79 -5.45 2.04
Cl 8.67 -7.97 1.20
Cl 10.08 -6.31 -0.70
C 4.27 4.61 0.26
Cl 4.87 5.87 1.35
Cl 5.60 4.09 -0.79
Cl 3.71 3.24 1.22
Cl 2.95 5.29 -0.71
C 8.80 5.75 -2.47
Cl 10.14 6.33 -3.47
Cl 8.59 4.01 -2.73
Cl 9.16 6.04 -0.77
Cl 7.32 6.60 -2.92
C -7.80 0.80 4.23
Cl -9.13 1.96 4.03
Cl -6.87 1.22 5.67
Cl -8.47 -0.82 4.41
Cl -6.75 0.86 2.82
C -1.51 6.72 -1.20
Cl 0.06 5.92 -1.21
Cl -2.66 5.76 -0.27
Cl -1.34 8.32 -0.47
Cl -2.10 6.90 -2.86
```



Record 6
Here is a molecular structure, C27H23N4O3Ru from the Open Molecules 2025 dataset. Energies are from ωB97M-V/def2-TZVPD.

Results
DFT total energy: -1582.1761 Ha
Expectation value of S²: 0.86
Charge: 0
Energy above the lowest of the compared OMol25 structures with the same formula, charge and spin: 3.574 eV
LUMO (spin up / spin down): -1.4 / -1.9 eV
Spin multiplicity: 2
Orbital gap (spin up / spin down): 5.826 / 5.300 eV

```
58
C27H23N4O3Ru, DFT ωB97M-V/def2-TZVPD
Ru -0.31 -0.62 0.17
C -2.33 -3.96 2.68
O -3.62 -3.58 2.20
C -3.75 -2.80 1.11
C -4.88 -3.02 0.33
C -5.10 -2.32 -0.85
C -4.19 -1.37 -1.27
C -3.09 -1.05 -0.48
C -2.20 0.05 -0.88
N -1.70 0.90 0.02
N -1.43 2.15 -0.16
C -0.23 2.48 0.33
O 0.58 1.62 0.74
C 0.14 3.91 0.29
C 1.49 4.25 0.28
C 1.88 5.57 0.25
C 0.92 6.58 0.24
C -0.43 6.25 0.25
C -0.82 4.92 0.27
C -2.85 -1.73 0.76
O -1.86 -1.41 1.51
H -2.51 -4.51 3.60
H -1.69 -3.11 2.87
H -1.84 -4.62 1.96
H -5.57 -3.78 0.66
H -5.98 -2.52 -1.44
H -4.34 -0.83 -2.20
H -2.32 0.40 -1.90
H 2.23 3.45 0.30
H 2.93 5.83 0.25
H 1.22 7.62 0.21
H -1.18 7.03 0.24
H -1.87 4.65 0.27
C 2.76 -0.12 1.11
N 1.72 -1.10 0.95
C 2.00 -2.36 0.88
C 1.04 -3.25 0.36
C 0.96 -4.65 0.31
C -0.19 -4.94 -0.42
C -0.75 -3.71 -0.79
N -0.01 -2.70 -0.34
C 3.12 0.52 -0.22
C 4.36 1.13 -0.38
C 4.70 1.75 -1.57
C 3.80 1.80 -2.62
C 2.55 1.20 -2.47
C 2.23 0.55 -1.29
H 3.66 -0.58 1.53
H 2.41 0.66 1.78
H 2.99 -2.73 1.16
H 1.65 -5.34 0.76
H -0.58 -5.92 -0.66
H -1.64 -3.55 -1.39
H 5.07 1.10 0.44
H 5.68 2.20 -1.68
H 4.05 2.29 -3.55
H 1.83 1.24 -3.28
H 1.26 0.05 -1.22
```



Record 7
Here is C5H8O2 in the gas phase from the Open Molecules 2025 dataset. Energies are from ωB97M-V/def2-TZVPD.

Results
DFT total energy: -345.7179 Ha
Charge: 0
Energy above the lowest of the compared OMol25 structures with the same formula, charge and spin: 2.369 eV
LUMO: 0.8 eV
SMILES string: O[C@H]1C[C@@]2(O)C[C@@H]12
Orbital gap: 10.615 eV

```
15
C5H8O2, DFT ωB97M-V/def2-TZVPD
O 2.33 0.19 -0.35
C 1.21 0.32 0.49
C 0.06 1.28 0.04
C -0.87 0.09 0.07
O -2.20 0.12 0.49
C -0.48 -1.13 -0.68
C 0.20 -0.83 0.63
H 2.07 -0.33 -1.12
H 1.62 0.62 1.46
H -0.21 1.96 0.85
H 0.20 1.83 -0.90
H -2.74 0.28 -0.29
H -1.40 -1.71 -0.53
H 0.03 -1.19 -1.64
H 0.17 -1.51 1.47
```



Record 8
Here is a molecular structure, C4H5LiOPt from the Open Molecules 2025 dataset. Energies are from ωB97M-V/def2-TZVPD.

Results
DFT total energy: -356.5645 Ha
Expectation value of S²: 2.01
Charge: +2
Energy above the lowest of the compared OMol25 structures with the same formula, charge and spin: 0.780 eV
LUMO (spin up / spin down): -9.0 / -11.5 eV
Spin multiplicity: 3
Orbital gap (spin up / spin down): 9.162 / 7.605 eV

```
12
C4H5LiOPt, DFT ωB97M-V/def2-TZVPD
C -1.10 -1.11 -0.75
C -0.31 -1.57 -1.59
H 0.32 -2.05 -2.32
C 0.61 -0.51 -0.01
C 0.39 0.89 0.49
O -0.84 1.22 0.94
Pt -2.09 0.06 0.41
H 1.57 -0.65 -0.53
H 0.58 -1.21 0.84
H 0.62 1.03 -0.73
H 1.19 1.18 1.19
Li -0.94 2.71 2.05
```



Record 9
Here is a gas-phase ion, C3H10N5 (charge +1) from the Open Molecules 2025 dataset. Energies are from ωB97M-V/def2-TZVPD.

Results
DFT total energy: -393.7253 Ha
Charge: +1
Energy above the lowest of the compared OMol25 structures with the same formula, charge and spin: 3.610 eV
LUMO (spin up / spin down): -4.6 / -4.6 eV
SMILES string: CN(N)/C=C(/N)N=[NH2+]
Orbital gap (spin up / spin down): 7.795 / 7.794 eV

```
18
C3H10N5, DFT ωB97M-V/def2-TZVPD
C -0.13 0.72 0.75
C 0.01 -0.77 0.88
C -0.17 2.69 -0.67
N -0.13 1.27 -0.41
N 0.10 -1.35 -0.25
N -0.07 -1.49 2.06
N 0.09 -2.68 -0.33
N 0.03 0.62 -1.95
H -0.16 1.39 1.67
H -0.65 3.23 0.09
H 0.90 3.10 -0.72
H -0.69 2.84 -1.63
H -0.17 -1.06 2.94
H 0.17 -2.49 2.09
H -0.21 -3.30 0.39
H 0.47 -2.99 -1.18
H 1.01 0.57 -1.99
H -0.40 -0.29 -1.76
```



Record 10
Here is 2 unconnected molecules or ions with the total composition C4H12N2O from the Open Molecules 2025 dataset. Energies are from ωB97M-V/def2-TZVPD.

Results
DFT total energy: -344.2684 Ha
Expectation value of S²: 0.75
Charge: -1
Energy above the lowest of the compared OMol25 structures with the same formula, charge and spin: 1.280 eV
LUMO (spin up / spin down): 3.9 / 3.8 eV
Spin multiplicity: 2
Orbital gap (spin up / spin down): 3.000 / 7.921 eV

```
19
C4H12N2O, DFT ωB97M-V/def2-TZVPD
C 0.74 -0.62 -1.86
O -0.03 -0.99 -0.71
C 1.73 -1.77 -2.12
H 0.08 -0.49 -2.74
H 1.26 0.33 -1.68
H -0.22 -0.18 -0.19
H 1.17 -2.70 -2.35
H 2.41 -1.54 -2.92
H 2.33 -1.96 -1.20
C -1.67 1.50 0.42
N -0.75 0.29 2.89
C -0.02 1.08 2.04
N -0.21 1.29 0.77
H -1.79 1.40 -0.65
H -1.90 2.54 0.70
H -2.38 0.82 0.92
H -1.45 -0.28 2.47
H -0.25 -0.12 3.72
H 0.94 1.41 2.50
```



Record 11
Here is a molecular structure, C27H24FIN6NiO7 from the Open Molecules 2025 dataset. Energies are from ωB97M-V/def2-TZVPD.

Results
DFT total energy: -3804.3002 Ha
Charge: 0
Energy above the lowest of the compared OMol25 structures with the same formula, charge and spin: 1.064 eV
LUMO (spin up / spin down): -1.8 / -1.8 eV
Orbital gap (spin up / spin down): 5.317 / 5.315 eV

```
67
C27H24FIN6NiO7, DFT ωB97M-V/def2-TZVPD
Ni 2.45 -1.93 -2.13
O 4.60 -5.26 -3.05
C 3.74 -4.40 -2.96
O 3.78 -3.18 -3.31
C 2.35 -4.77 -2.41
C 1.82 -6.04 -2.30
C 0.46 -6.16 -2.04
C -0.34 -5.03 -1.95
C 0.27 -3.79 -2.06
N 1.59 -3.70 -2.20
C -0.44 -2.44 -2.19
O -1.65 -2.38 -1.96
O 0.34 -1.51 -2.55
H 2.47 -6.89 -2.45
H 0.01 -7.15 -1.95
H -1.41 -5.08 -1.84
F -3.13 -1.19 1.03
C -2.19 -0.22 0.88
C -0.94 -0.60 0.50
C 0.07 0.35 0.34
C 1.36 -0.08 -0.22
O 1.65 -1.27 -0.30
C 2.18 1.00 -0.69
C 1.92 2.25 -0.28
N 0.83 2.62 0.49
C 0.92 3.93 1.09
C 0.15 4.40 2.28
C -0.10 5.02 0.93
C -0.19 1.69 0.64
C -1.49 2.05 1.00
C -2.52 1.12 1.09
N -3.83 1.57 1.41
C -4.95 0.64 1.50
C -6.14 1.41 2.12
N -5.56 2.55 2.89
C -5.04 3.59 1.95
C -4.31 2.82 0.83
C 3.35 0.80 -1.67
O 4.23 1.65 -1.66
O 3.22 -0.16 -2.50
H -0.73 -1.63 0.26
H 2.60 3.05 -0.56
H 1.95 4.26 1.07
H 0.70 4.98 3.01
H -0.59 3.75 2.72
H 0.26 6.03 0.75
H -1.01 4.80 0.39
H -1.72 3.08 1.19
H -4.69 -0.20 2.13
H -5.25 0.25 0.52
H -6.72 0.77 2.79
H -6.81 1.82 1.37
H -4.73 2.17 3.37
H -6.20 2.94 3.58
H -4.36 4.24 2.50
H -5.87 4.18 1.57
H -3.51 3.42 0.41
H -5.01 2.62 0.00
I 7.52 -1.72 2.03
C 6.25 -1.83 0.39
C 6.59 -1.64 -0.93
N 5.45 -1.82 -1.62
N 4.41 -2.09 -0.84
C 4.88 -2.12 0.39
H 7.53 -1.41 -1.40
H 5.29 -1.81 -2.62
H 4.24 -2.33 1.23
```